[1]
Below is 2 unconnected molecules or ions with the total composition C6H13NO, with properties calculated with wB97M-V/def2-TZVPD.

Summary:
2S+1 = 1
Strongest force on any atom = 3.2 eV Å⁻¹
Charge = 0
Energy above the lowest of the compared OMol25 structures with the same formula, charge and spin = 286.1 kJ/mol
Electronic energy = -9968.2094 eV
HOMO = -8.14 eV
Gap between HOMO and LUMO = 8.92 eV

Positions of all 21 atoms, in Å:
C1 -0.331 -1.627 -1.595
N1 0.327 -1.590 -0.524
C2 0.112 -0.851 0.613
C3 -0.310 -1.364 1.767
C4 0.369 0.627 0.476
C5 1.637 1.152 -0.150
C6 1.371 2.481 -0.929
H1 0.041 -2.184 -2.434
H2 -1.256 -1.045 -1.731
H3 -0.484 -2.411 1.998
H4 -0.595 -0.850 2.664
H5 0.325 1.082 1.509
H6 -0.556 1.107 0.108
H7 1.942 0.476 -0.953
H8 2.602 1.190 0.386
H9 0.493 2.281 -1.532
H10 1.224 3.391 -0.327
H11 2.288 2.746 -1.462
O1 -2.882 -1.368 0.364
H12 -2.664 -2.173 0.880
H13 -3.657 -1.071 0.870



[2]
Below is C6H13NO in the gas phase, with properties calculated with wB97M-V/def2-TZVPD.

Summary:
2S+1 = 1
Strongest force on any atom = 1.9 eV Å⁻¹
Charge = 0
Energy above the lowest of the compared OMol25 structures with the same formula, charge and spin = 74.0 kJ/mol
Electronic energy = -9970.4070 eV
HOMO = -9.51 eV
Gap between HOMO and LUMO = 10.51 eV

Positions of all 21 atoms, in Å:
C1 1.138 2.370 -1.297
C2 0.448 1.987 0.031
C3 1.081 0.893 0.882
N1 1.190 -0.399 0.245
C4 -0.043 -0.985 -0.152
O1 -0.307 -1.206 -1.307
C5 -0.927 -1.428 0.987
C6 -2.365 -1.710 0.557
H1 0.459 2.105 -2.104
H2 1.371 3.431 -1.247
H3 2.064 1.849 -1.553
H4 0.265 2.855 0.680
H5 -0.595 1.755 -0.223
H6 2.011 1.276 1.315
H7 0.480 0.888 1.803
H8 1.797 -0.328 -0.561
H9 -0.929 -0.631 1.734
H10 -0.412 -2.302 1.380
H11 -2.896 -0.817 0.245
H12 -2.905 -2.197 1.356
H13 -2.323 -2.357 -0.320



[3]
Below is 2 unconnected molecules or ions with the total composition C6H13NO, with properties calculated with wB97M-V/def2-TZVPD.

Summary:
2S+1 = 1
Strongest force on any atom = 2.8 eV Å⁻¹
Charge = 0
Energy above the lowest of the compared OMol25 structures with the same formula, charge and spin = 618.5 kJ/mol
Electronic energy = -9964.7640 eV
HOMO = -8.01 eV
Gap between HOMO and LUMO = 4.91 eV

Positions of all 21 atoms, in Å:
C1 -1.299 -0.782 -1.351
C2 0.082 -0.284 -1.763
N1 -0.006 2.519 -0.561
C3 0.324 1.472 0.071
C4 0.911 0.290 -0.615
C5 0.059 -0.033 1.963
C6 0.248 1.314 1.498
H1 -1.785 -0.031 -0.704
H2 -1.957 -0.931 -2.206
H3 -1.192 -1.665 -0.715
H4 1.858 0.637 -1.075
H5 0.628 -1.116 -2.213
H6 -0.026 0.456 -2.554
H7 -0.421 3.248 0.026
H8 1.252 -0.481 0.055
H9 -0.392 -0.085 2.958
H10 0.915 -0.754 1.997
H11 0.117 2.158 2.157
H12 0.605 -3.124 1.071
H13 -0.666 -0.550 1.313
O1 0.741 -2.258 0.647